DFT (ωB97M-V with the def2-TZVPD basis set) results for a structure of composition C5H8O.

The geometry in XYZ format:
```
14
Properties=species:S:1:pos:R:3:forces:R:3:lowdin_charge:R:1
C 1.49034 0.15133 -0.32948 0.1452 0.0929 -0.1490 -0.0420
C 0.51862 0.07069 0.85000 -0.1419 0.1599 0.3314 -0.2437
C -0.87114 0.52750 0.72098 0.0631 -0.1865 -0.0666 -0.0396
C -1.46319 -0.34723 -0.33436 -0.2366 0.2520 0.1263 -0.2269
O -0.45350 -1.16929 -0.93642 0.0668 -0.0738 -0.1565 -0.0885
C 0.69166 -1.07420 -0.14907 0.2145 -0.1430 0.0053 -0.2846
H 1.23240 0.81427 -1.14896 -0.0104 -0.1214 0.0967 0.1133
H 2.53949 0.13779 -0.04907 -0.1569 -0.0204 -0.0341 0.1090
H 0.97343 0.07000 1.83642 -0.0618 -0.0483 -0.1523 0.1279
H -0.66583 2.19332 -0.25617 0.0969 -0.2383 -0.1000 0.1450
H -0.99792 1.88759 0.44130 -0.0891 0.1865 0.0724 0.0244
H -2.04029 0.16987 -1.10536 0.1014 -0.0425 0.1266 0.1260
H -2.15573 -1.00786 0.21114 0.0757 0.0191 -0.0595 0.1291
H 1.13906 -2.02364 0.13270 -0.0669 0.1638 -0.0406 0.1506
```
Forces are in eV/Å.

Output
net charge: 0
2S+1: 1
energy relative to the best compared isomer or geometry (same formula, charge and spin): 562.4 kJ/mol
calculated total energy: -270.34369 Eh

DFT (ωB97M-V with the def2-TZVPD basis set) results for the molecule C5H8O.

The geometry in XYZ format:
```
14
Properties=species:S:1:pos:R:3:forces:R:3:lowdin_charge:R:1
C -2.11368 1.07410 -0.27223 -0.0365 0.1434 -0.0191 -0.1079
C -1.52022 -0.33981 -0.31761 -0.0051 -0.1324 0.0460 -0.2587
C -0.05896 -0.38120 -0.45002 0.4980 -0.0628 0.0018 -0.0391
C 1.14597 -0.46485 -0.42026 -0.5032 -0.0043 0.1870 -0.0005
C 2.52977 -0.59724 0.06842 0.0603 -0.0586 -0.3660 -0.2768
O 2.52789 -0.53797 1.48557 -0.0198 0.2009 0.1563 -0.0674
H -2.32826 1.44981 -1.27536 0.0714 -0.0135 0.0977 0.0712
H -3.04534 1.08129 0.30300 0.1122 -0.0233 -0.1698 0.0695
H -1.42036 1.77134 0.20578 -0.0980 -0.1060 -0.0263 0.0720
H -1.75111 -0.85573 0.62210 0.0273 0.0256 -0.1140 0.1129
H -1.98660 -0.93778 -1.10857 0.0646 0.1181 0.0785 0.1102
H 3.19553 0.17267 -0.34771 -0.2288 -0.0698 -0.0237 0.1124
H 2.95192 -1.56942 -0.20974 -0.1268 0.1466 0.0289 0.1180
H 1.87347 0.13481 1.71662 0.1844 -0.1639 0.1225 0.0843
```
Forces are in eV/Å.

Output
net charge: 0
2S+1: 1
energy relative to the best compared isomer or geometry (same formula, charge and spin): 214.3 kJ/mol
calculated total energy: -270.47627 Eh

DFT (ωB97M-V with the def2-TZVPD basis set) results for a structure of composition C5H8O.

The geometry in XYZ format:
```
14
Properties=species:S:1:pos:R:3:forces:R:3:lowdin_charge:R:1
C -1.22852 -0.62431 -0.59254 -0.5466 0.5967 0.1801 -0.0746
C -0.64340 0.63621 -0.50620 -0.5214 -0.0473 -0.1745 -0.1739
C 0.03043 1.32514 0.65248 0.0139 -0.0174 0.0969 -0.1480
C 1.16366 0.46518 0.19019 0.4816 -0.2397 0.2231 -0.1358
C 1.19219 -0.83116 0.65011 -0.1394 0.2749 0.0276 -0.2775
O 1.06496 -1.79410 -0.22809 -0.2160 0.0191 -0.1290 -0.0464
H -1.56557 -1.10396 0.33015 0.2957 -0.0948 -0.1298 0.0885
H -1.85753 -0.81434 -1.45791 0.1810 0.0109 0.0109 0.0705
H 0.08800 -1.48078 -0.71054 0.3854 -0.2541 0.1594 0.1011
H -0.58298 1.20106 -1.43501 0.1179 -0.1324 0.0423 0.1212
H -0.35301 1.02459 1.63023 0.0411 0.0286 -0.1486 0.1192
H 0.14016 2.40887 0.56878 -0.0800 -0.2192 -0.0577 0.1075
H 1.59609 0.65992 -0.78878 -0.0816 -0.0060 0.1099 0.1225
H 0.95551 -1.07232 1.69713 0.0684 0.0806 -0.2107 0.1257
```
Forces are in eV/Å.

Output
net charge: 0
2S+1: 1
energy relative to the best compared isomer or geometry (same formula, charge and spin): 368.2 kJ/mol
calculated total energy: -270.41765 Eh

DFT (ωB97M-V with the def2-TZVPD basis set) results for the molecule C5H8O.

The geometry in XYZ format:
```
14
Properties=species:S:1:pos:R:3:forces:R:3:lowdin_charge:R:1
O 2.51823 -0.09272 -0.82352 0.1339 0.3130 0.2439 0.0608
C 1.90234 0.36693 0.10524 0.2665 -0.1524 -0.4053 -0.2599
C 0.52924 -0.03044 0.48523 0.1976 -0.0748 -0.0534 -0.2895
C -0.23557 -1.12602 -0.27874 0.0114 -0.1968 0.0008 -0.1358
C -1.49110 -0.22500 -0.23038 -0.1961 -0.0523 0.0333 -0.1730
C -0.57869 0.98608 0.05177 -0.0200 0.1568 0.1510 -0.1281
H 2.31596 1.14762 0.79268 0.2057 -0.0920 -0.3950 0.1306
H 0.65765 -0.25141 1.55854 -0.8338 0.2890 -0.0939 0.1490
H 0.13703 -1.27234 -1.29865 0.0394 0.1299 0.2341 0.1134
H -0.28782 -2.09538 0.22127 -0.0612 0.0793 -0.1204 0.1057
H -2.12660 -0.18841 -1.12056 0.1254 0.0248 0.1714 0.1013
H -2.10995 -0.44179 0.64384 0.0174 -0.0675 -0.1127 0.1045
H -0.31837 1.49703 -0.88986 0.1621 -0.2301 0.3652 0.1194
H -0.90206 1.74086 0.77028 -0.0485 -0.1269 -0.0189 0.1015
```
Forces are in eV/Å.

Output
net charge: 0
2S+1: 1
energy relative to the best compared isomer or geometry (same formula, charge and spin): 122.8 kJ/mol
calculated total energy: -270.51111 Eh